(1)
{
  "formula": "C10H12N4O",
  "method": "wB97M-V/def2-TZVPD",
  "symbols": ["O", "N", "N", "N", "N", "C", "C", "C", "C", "C", "C", "C", "C", "C", "C", "H", "H", "H", "H", "H", "H", "H", "H", "H", "H", "H", "H"],
  "xyz": [[-1.16, 3.39, 0.36], [0.67, 0.56, -0.55], [-2.03, 1.48, -0.20], [-3.33, -0.57, -0.20], [0.26, 1.82, -0.38], [2.90, 1.12, 0.25], [-0.98, 2.29, -0.05], [4.62, -0.51, 0.21], [-2.66, 0.51, -0.62], [3.68, -1.47, -0.29], [-3.17, -0.99, 1.23], [2.41, -1.05, -0.57], [1.94, 0.23, -0.30], [-4.22, -1.30, -1.01], [4.19, 0.77, 0.53], [-3.65, -2.00, -1.63], [-4.86, -0.56, -1.64], [1.63, -1.72, -0.91], [5.52, -0.80, 0.79], [2.64, 2.13, 0.63], [-4.16, -1.13, 1.73], [0.89, 2.62, -0.26], [-2.66, -0.17, 1.61], [3.94, -2.57, -0.39], [-2.48, -1.76, 1.15], [-4.82, -1.90, -0.26], [4.86, 1.59, 0.75]],
  "homo_energy_ev": [-7.11, -7.58],
  "de_lowest_ev": 5.806,
  "charge": 0,
  "multiplicity": 1
}

(2)
{
  "formula": "CH2S2",
  "method": "wB97M-V/def2-TZVPD",
  "symbols": ["S", "S", "C", "H", "H"],
  "xyz": [[0.49, -1.20, 0.00], [-2.01, 0.40, 0.00], [-0.40, 0.29, 0.00], [0.22, 1.18, 0.00], [1.71, -0.67, 0.00]],
  "homo_energy_ev": -8.97,
  "de_lowest_ev": 0.000,
  "charge": 0,
  "multiplicity": 1
}

(3)
{
  "formula": "C30H26F4O2",
  "method": "wB97M-V/def2-TZVPD",
  "symbols": ["F", "F", "F", "F", "O", "O", "C", "C", "C", "C", "C", "C", "C", "C", "C", "C", "C", "C", "C", "C", "C", "C", "C", "C", "C", "C", "C", "C", "C", "C", "C", "C", "C", "C", "C", "C", "H", "H", "H", "H", "H", "H", "H", "H", "H", "H", "H", "H", "H", "H", "H", "H", "H", "H", "H", "H", "H", "H", "H", "H", "H", "H"],
  "xyz": [[20.31, -3.25, 10.27], [19.61, -8.07, 8.34], [24.96, -7.49, 5.91], [26.62, 1.03, 5.94], [17.14, -6.02, 9.22], [18.32, -3.30, 4.62], [18.95, -4.68, 6.46], [25.58, -2.11, 4.47], [20.43, -8.02, 9.47], [20.22, -7.24, 10.55], [18.18, 0.40, 10.47], [19.41, 0.29, 11.12], [23.97, -1.51, 6.15], [19.58, -2.05, 10.41], [22.13, -9.25, 10.70], [21.84, -8.46, 11.76], [22.67, -5.19, 8.57], [20.06, -0.95, 11.10], [23.45, -6.27, 8.99], [24.41, -2.35, 5.12], [17.96, -3.94, 5.80], [22.62, -4.88, 7.20], [24.71, -0.31, 6.35], [16.33, -4.63, 7.41], [18.29, -1.96, 9.89], [24.23, -7.05, 8.13], [18.66, -5.37, 7.59], [20.94, -7.37, 11.67], [16.61, -3.94, 6.23], [23.34, -5.69, 6.28], [24.17, -6.74, 6.76], [26.32, -0.96, 4.74], [17.58, -0.69, 9.89], [25.84, -0.04, 5.62], [17.32, -5.34, 8.04], [21.39, -9.01, 9.57], [24.89, -7.89, 8.33], [19.98, 1.12, 11.52], [21.03, -0.93, 11.57], [15.35, -4.80, 7.85], [22.30, -8.50, 12.74], [17.50, -2.96, 4.26], [23.39, -6.62, 10.01], [16.35, -6.56, 9.33], [16.63, -0.63, 9.37], [19.50, -5.86, 8.06], [24.33, 0.29, 7.16], [15.72, -3.57, 5.74], [23.34, -5.39, 5.24], [25.94, -2.86, 3.79], [17.66, 1.35, 10.40], [19.33, -6.65, 10.75], [23.14, -1.79, 6.79], [21.77, -9.60, 8.76], [19.93, -4.73, 6.01], [27.23, -0.78, 4.18], [22.01, -4.08, 6.79], [23.80, -3.21, 4.88], [20.74, -6.70, 12.49], [17.95, -2.84, 9.37], [22.12, -4.65, 9.33], [22.94, -9.96, 10.72]],
  "homo_energy_ev": [0.58, -4.31],
  "charge": -1,
  "multiplicity": 2
}

(4)
{
  "formula": "H18O9",
  "method": "wB97M-V/def2-TZVPD",
  "symbols": ["O", "O", "O", "O", "O", "O", "O", "O", "O", "H", "H", "H", "H", "H", "H", "H", "H", "H", "H", "H", "H", "H", "H", "H", "H", "H", "H"],
  "xyz": [[-1.75, -2.95, -0.63], [0.29, 0.05, 0.72], [-1.57, 2.11, -0.14], [-1.09, 2.80, 2.47], [2.39, 2.08, -1.09], [-1.44, -0.46, -2.04], [0.65, -0.75, 3.34], [0.94, -1.34, -1.66], [3.46, -1.10, 0.24], [2.52, -1.03, 0.11], [-2.26, -0.95, -1.96], [-1.74, 2.37, 3.02], [-1.61, 0.17, -2.75], [-1.78, 2.76, -0.81], [3.79, -1.53, -0.55], [0.89, -2.29, -1.77], [0.03, -1.05, -1.68], [0.39, -0.25, 2.57], [1.61, 1.86, -0.59], [-2.04, 1.32, -0.40], [-0.33, 0.76, 0.58], [1.60, -0.63, 3.38], [-1.51, 2.89, 1.62], [-2.11, -2.43, 0.08], [3.01, 1.38, -0.90], [0.14, -0.55, 0.00], [-2.51, -3.24, -1.14]],
  "homo_energy_ev": -10.25,
  "de_lowest_ev": 2.425,
  "charge": 0,
  "multiplicity": 1
}

(5)
{
  "formula": "C3H7NO2",
  "method": "wB97M-V/def2-TZVPD",
  "symbols": ["O", "O", "N", "C", "C", "C", "H", "H", "H", "H", "H", "H", "H"],
  "xyz": [[0.03, -3.00, 1.25], [-1.54, 1.38, -0.52], [-0.19, -0.67, 0.81], [0.53, 0.45, 0.32], [-0.17, 0.94, -0.87], [0.50, -1.93, 0.74], [-1.10, -0.67, 1.05], [-0.23, 0.19, -1.62], [0.60, 1.22, 1.06], [-1.82, 2.17, -1.04], [1.56, 0.09, 0.10], [1.49, -1.98, 0.12], [0.34, 1.81, -1.41]],
  "homo_energy_ev": [-15.61, -15.55],
  "de_lowest_ev": 2.046,
  "charge": 1,
  "multiplicity": 2
}

(6)
{
  "formula": "C23H40Cl3HoN4O3Si",
  "method": "wB97M-V/def2-TZVPD",
  "symbols": ["Ho", "Cl", "Cl", "Cl", "Si", "O", "O", "O", "N", "N", "N", "N", "C", "C", "C", "C", "C", "C", "C", "C", "C", "C", "C", "C", "C", "C", "C", "C", "C", "C", "C", "C", "C", "C", "C", "H", "H", "H", "H", "H", "H", "H", "H", "H", "H", "H", "H", "H", "H", "H", "H", "H", "H", "H", "H", "H", "H", "H", "H", "H", "H", "H", "H", "H", "H", "H", "H", "H", "H", "H", "H", "H", "H", "H", "H"],
  "xyz": [[-1.54, -0.50, -1.61], [-0.16, 0.90, -0.40], [0.83, -1.92, -0.83], [-1.19, 0.47, -3.97], [3.54, 1.79, -1.70], [-1.97, -2.42, -2.57], [-2.63, 1.74, -0.50], [2.86, 1.71, -0.22], [-2.00, -2.26, 2.64], [-2.04, -1.25, 0.66], [-1.30, 3.51, 0.33], [-1.26, -3.69, -4.30], [-3.02, -0.69, 1.47], [0.70, -0.47, 3.54], [-1.08, -3.15, -3.11], [-1.39, -2.13, 1.43], [-2.20, 2.46, 0.43], [2.91, 3.72, 2.67], [-0.43, 1.57, 3.08], [2.98, 1.57, 1.19], [5.04, 3.10, 1.60], [-1.34, 4.57, 1.36], [1.72, -0.15, 2.65], [-0.29, 0.44, 3.87], [-0.69, 3.91, -0.95], [3.61, 2.80, 1.96], [3.42, 0.02, -2.31], [1.71, 1.10, 2.02], [3.48, 5.03, 3.07], [-3.05, -1.34, 2.69], [0.61, 1.95, 2.23], [2.25, 2.54, -2.96], [5.15, 2.72, -1.84], [-2.47, -3.42, -5.07], [-0.28, -4.58, -4.89], [2.66, -0.07, -3.12], [2.29, 3.63, -3.06], [1.89, 3.61, 3.00], [4.43, -0.13, -2.72], [-1.11, 3.30, -1.74], [3.73, 0.76, 1.36], [0.41, 3.77, -0.92], [-0.89, 4.97, -1.11], [-3.62, 0.13, 1.10], [-1.02, 0.26, 4.66], [3.17, -0.74, -1.55], [4.91, 3.69, -1.36], [-0.13, -3.30, -2.57], [-3.73, -1.21, 3.53], [5.57, 2.22, 1.24], [1.18, 2.28, -2.92], [-2.09, 4.28, 2.11], [-0.37, 4.72, 1.86], [0.74, -1.42, 4.06], [5.43, 2.82, -2.94], [2.75, 5.53, 3.70], [-1.61, 5.54, 0.90], [-0.52, -2.69, 1.14], [3.62, 5.67, 2.21], [0.57, 2.97, 1.81], [5.60, 3.54, 2.42], [4.43, 4.94, 3.58], [-1.29, 2.23, 3.19], [-2.51, 2.29, 1.48], [-3.09, -2.72, -4.54], [-0.70, -5.59, -4.99], [-0.01, -4.24, -5.90], [-2.20, -3.02, -6.04], [-1.70, -2.90, 3.39], [-2.99, -4.36, -5.23], [2.56, 2.15, -3.94], [4.95, 3.86, 0.82], [0.61, -4.60, -4.25], [5.94, 2.18, -1.24], [2.59, -0.81, 2.53]],
  "homo_energy_ev": [-7.74, -7.76],
  "de_lowest_ev": 2.879,
  "charge": 0,
  "multiplicity": 5
}